Record 1
DFT (the ωB97M-V functional and the def2-TZVPD basis) results for one molecule with the formula C18H23N3O3S in a non-equilibrium geometry.

charge	0
energy	-1487.8935	a.u.
max |F|	1.07	eV/Å
SMILES	Cc1ccc(NC(=O)CN(c2ccccc2)S(=O)(=O)N(C)C)cc1C
ΔE to the lowest compared entry with this formula, charge and spin	41.9	kcal/mol

```
48
Properties=species:S:1:pos:R:3:forces:R:3:lowdin_charge:R:1
C -5.7405 -0.6397 -0.5034 0.06 0.04 -0.01 -0.05
C -4.3233 -0.5261 -0.0318 0.03 -0.08 0.07 -0.25
C -3.8009 -1.4504 0.8608 -0.01 0.19 -0.16 -0.03
C -2.4977 -1.3731 1.3173 0.15 -0.11 0.14 0.00
C -1.6819 -0.3410 0.8722 -0.26 -0.21 0.04 -0.20
N -0.3486 -0.1795 1.2740 0.03 0.17 -0.08 0.15
C 0.3634 -0.9356 2.1372 0.31 0.18 -0.03 -0.47
O -0.0433 -1.9043 2.7437 -0.01 -0.18 0.17 0.07
C 1.8041 -0.4385 2.3373 -0.27 -0.12 0.62 -0.08
N 2.5003 0.0308 1.1572 -0.04 1.06 0.13 -0.16
C 3.0178 -0.9178 0.2523 0.51 -0.44 -0.67 -0.26
C 2.4082 -2.1650 0.1167 -0.08 0.24 0.17 -0.01
C 2.9243 -3.1025 -0.7603 0.07 -0.03 -0.04 -0.07
C 4.0465 -2.8165 -1.5173 -0.01 -0.05 -0.04 -0.09
C 4.6573 -1.5815 -1.3802 -0.04 -0.02 0.00 -0.07
C 4.1576 -0.6397 -0.4991 0.08 -0.01 0.00 -0.03
S 2.5080 1.6672 0.8960 -0.36 -0.13 -0.22 0.66
O 2.1755 2.2963 2.1316 -0.21 -0.03 0.10 -0.25
O 3.6866 2.0920 0.2124 0.08 -0.18 -0.15 -0.25
N 1.1640 1.8882 -0.1340 0.67 -0.06 0.75 -0.36
C 1.4247 1.3596 -1.4594 0.16 -0.29 -0.37 -0.09
C 0.7978 3.2950 -0.1516 -0.03 0.45 0.19 -0.10
C -2.1972 0.5912 -0.0243 -0.04 -0.10 0.06 0.02
C -3.5020 0.5139 -0.4801 0.10 -0.06 0.08 -0.23
C -4.0243 1.5370 -1.4426 0.01 -0.06 0.04 -0.04
H -6.2256 -1.5032 -0.0561 -0.07 -0.04 0.00 0.07
H -5.7791 -0.7440 -1.5875 -0.10 -0.01 -0.09 0.08
H -6.3075 0.2519 -0.2371 -0.13 0.04 -0.02 0.08
H -4.4292 -2.2557 1.2131 -0.07 -0.08 0.03 0.11
H -2.1171 -2.1004 2.0134 0.03 -0.01 0.02 0.10
H 0.1263 0.6200 0.8559 -0.11 -0.13 -0.01 0.09
H 2.3753 -1.2494 2.7995 -0.11 0.10 -0.14 0.15
H 1.7710 0.4048 3.0312 -0.04 -0.29 0.09 0.12
H 1.5334 -2.4132 0.6948 -0.10 -0.07 0.05 0.11
H 2.4387 -4.0627 -0.8491 -0.05 -0.07 0.00 0.11
H 4.4444 -3.5502 -2.2014 0.03 -0.07 -0.06 0.10
H 5.5413 -1.3483 -1.9544 0.08 0.03 -0.04 0.11
H 4.6427 0.3147 -0.3923 0.11 -0.04 -0.02 0.10
H 0.5556 1.5397 -2.0910 -0.04 -0.01 0.06 0.10
H 1.5929 0.2875 -1.3843 -0.06 -0.03 -0.19 0.08
H 2.3064 1.8284 -1.9071 -0.05 0.00 -0.09 0.10
H -0.1445 3.4134 -0.6856 0.01 -0.05 0.00 0.09
H 0.6803 3.6180 0.8793 -0.14 0.19 -0.08 0.09
H 1.5687 3.9037 -0.6339 -0.05 0.07 -0.06 0.10
H -1.5586 1.3938 -0.3637 0.07 0.15 -0.07 0.10
H -4.3508 1.0623 -2.3674 -0.05 0.04 -0.10 0.08
H -3.2588 2.2708 -1.6819 0.02 0.07 -0.04 0.07
H -4.8821 2.0581 -1.0192 -0.08 0.08 -0.04 0.08
```
Positions in Å, forces in eV/Å.



Record 2
DFT (the ωB97M-V functional and the def2-TZVPD basis) results for C18H23N3O5 as an isolated structure in a non-equilibrium geometry.

charge	0
energy	-1239.5366	a.u.
max |F|	17.95	eV/Å
ΔE to the lowest compared entry with this formula, charge and spin	446.3	kcal/mol

```
49
Properties=species:S:1:pos:R:3:forces:R:3:lowdin_charge:R:1
C 5.6052 0.2740 -1.1741 4.87 1.94 -3.77 -0.19
H 6.0269 0.7436 -0.3272 -0.02 0.93 1.21 0.07
O 5.7966 -1.0406 -1.1989 -1.69 -5.54 1.73 -0.16
C 4.5718 -1.7946 -0.6323 4.99 -2.94 -1.63 -0.14
C 4.4320 -1.7936 0.7720 -4.60 2.63 5.58 -0.11
N 3.7404 -0.4551 1.3796 0.70 -1.18 -0.07 0.06
C 2.3671 -0.3620 1.5290 5.96 7.93 -1.27 -0.52
O 1.6588 -1.1342 1.1002 -5.74 -6.46 -1.52 0.12
C 1.9023 1.2209 1.5210 2.92 -1.72 8.76 -0.15
N 0.9576 1.4128 0.6399 -5.81 3.15 -1.55 0.02
C -0.4518 1.9036 0.9619 6.64 -6.40 -11.34 -0.33
O -0.9371 2.0465 1.9335 -4.21 2.40 9.58 0.21
C -1.1317 1.4270 -0.4966 -2.83 8.70 6.71 -0.29
N -0.0467 1.4647 -1.2791 -2.14 -2.87 -9.18 0.14
C 1.1128 1.1854 -0.8390 -9.03 3.84 11.66 -0.59
O 2.1173 0.8898 -1.0802 14.85 -4.78 -7.27 0.26
H -0.1877 0.9559 -2.2231 0.13 1.46 1.39 0.23
C -2.1227 0.3617 -0.2114 1.65 4.50 -2.57 -0.15
C -1.4269 -0.7480 -0.2637 -17.05 -5.60 0.44 0.06
C -2.3549 -1.9347 0.0149 1.07 0.92 -2.70 0.06
C -3.7559 -1.8504 -0.1780 -0.21 1.05 3.13 -0.14
C -4.3809 -0.4739 -0.0006 11.77 -1.98 -1.71 0.14
C -3.4775 0.6769 -0.1937 -3.69 -4.71 1.84 -0.12
C -4.1846 1.9662 -0.1372 10.00 2.97 -10.70 -0.12
C -3.1612 3.1871 -0.1254 4.28 -13.43 6.75 -0.14
C -1.8019 2.9379 -0.7204 -1.90 -0.14 -2.07 -0.09
H -2.1204 2.7337 -1.7776 0.88 1.21 -0.12 0.12
H -1.1840 3.9202 -0.5431 -0.55 -2.41 -0.66 0.16
H -2.9881 2.8652 1.2834 0.19 1.62 -3.31 0.21
H -3.5850 3.9567 0.0462 -4.93 10.57 0.97 -0.03
H -4.4431 2.2121 -1.3883 -0.05 -1.33 2.55 0.19
H -5.0402 1.8946 0.1975 -8.10 0.18 4.34 0.01
H -5.3066 -0.4388 -0.1053 -8.30 0.75 -0.42 0.03
O -4.6180 -3.0011 -0.0227 -0.88 5.78 -0.26 -0.15
C -4.1271 -4.2503 0.1140 5.48 2.29 3.01 -0.13
H -3.4648 -4.2625 -0.7323 1.06 -1.67 -0.11 0.08
H -4.9417 -4.8224 0.0076 -2.53 -2.85 0.10 0.04
H -3.4839 -4.2850 1.2758 -1.83 -0.59 -3.47 0.18
H -1.8694 -2.9026 -0.0118 -0.14 -0.14 0.34 0.09
H -0.5738 -0.8519 -0.0918 13.37 -1.43 1.94 -0.01
H 2.8375 1.8565 1.6821 -1.28 -0.38 -0.86 0.11
H 1.3560 1.3357 2.8445 1.29 -0.15 -3.93 0.22
H 4.2709 0.4168 1.3192 -0.38 -0.67 0.19 0.10
H 3.7198 -2.5580 1.3314 1.81 1.01 -1.84 0.17
H 5.2932 -1.6275 1.3029 2.61 -0.87 1.01 0.08
H 3.7462 -1.4504 -1.0725 -3.21 1.30 -2.21 0.07
H 4.7179 -2.9293 -0.8077 0.10 1.87 -0.74 0.16
H 4.6719 0.4520 -1.4679 -4.10 1.75 -0.43 0.02
H 6.2656 0.6692 -2.1548 -1.41 -0.49 2.51 0.15
```
Positions in Å, forces in eV/Å.



Record 3
DFT (the ωB97M-V functional and the def2-TZVPD basis) results for C18H23N3O6 as an isolated structure in a non-equilibrium geometry.

charge	0
energy	-1314.7108	a.u.
max |F|	15.88	eV/Å
ΔE to the lowest compared entry with this formula, charge and spin	483.1	kcal/mol

```
50
Properties=species:S:1:pos:R:3:forces:R:3:lowdin_charge:R:1
C -4.8247 -0.6852 2.2244 -6.18 3.57 -4.91 0.00
C -4.1407 -0.2953 0.8222 -4.63 0.03 4.30 -0.17
C -2.8739 -0.6638 0.4411 -0.62 -3.45 4.37 -0.04
C -2.3777 -0.4390 -0.7609 1.84 -0.64 -4.79 -0.19
C -3.0558 0.2868 -1.7592 -4.70 3.16 3.36 0.03
C -4.3872 0.8505 -1.2300 1.65 0.55 -1.98 0.09
C -5.0303 0.4317 0.0806 5.17 3.68 -9.65 -0.14
N -6.2789 1.1137 0.0394 -2.29 -2.19 5.71 -0.32
O -6.6443 2.0912 -0.5767 0.54 -1.34 0.46 0.09
O -6.9240 0.4977 0.9720 -0.74 2.08 -2.20 0.02
H -4.9242 1.8055 -1.9217 1.61 -3.44 2.17 0.18
H -2.7007 0.8498 -2.6271 0.39 -1.07 0.21 0.11
C -1.0425 -1.0791 -1.1928 0.48 15.85 -0.77 -0.49
O -0.1842 -0.0878 -1.5046 -2.36 -4.95 0.42 -0.03
N -0.8870 -2.2457 -1.0126 0.32 -14.58 6.13 0.08
H -1.6257 -2.7719 -0.2163 2.29 2.24 -3.43 0.26
C 0.5021 -2.9150 -0.8940 -0.49 8.12 -3.10 0.06
C 1.2374 -2.2572 0.3118 3.93 -3.53 -9.24 -0.54
O 0.8742 -1.7238 1.1932 -7.04 4.89 10.38 0.24
O 2.5377 -2.1143 0.0643 -0.40 -3.99 -6.99 0.04
C 3.3953 -1.5967 0.8323 1.85 3.36 10.45 -0.22
H 2.7412 -0.8886 1.7789 1.89 -1.70 -2.59 0.22
H 3.9233 -2.2916 1.5249 -0.45 -0.25 -0.59 0.15
C 4.4890 -0.7211 0.4244 5.25 2.38 -8.55 -0.29
O 5.7088 -0.9503 0.1318 -0.50 -3.21 4.71 0.01
N 4.2742 0.3376 -0.4627 -9.32 -3.96 3.38 -0.12
C 2.8734 0.6972 -0.5465 -1.21 6.85 -1.02 -0.08
H 2.8031 1.4984 -1.5662 -0.29 -3.05 2.57 0.18
C 2.5145 1.9101 0.6337 1.65 0.50 -5.19 -0.15
H 2.5817 1.4368 1.5785 -0.48 0.12 1.09 0.06
H 1.6227 2.4851 0.2642 0.03 -1.42 1.06 0.10
C 3.6131 3.0312 0.4303 -1.06 -3.14 13.78 -0.18
C 5.0366 2.6084 1.0839 -2.02 -1.85 0.47 -0.21
C 5.9199 1.9082 -0.0463 2.98 5.94 3.86 -0.21
C 5.2248 1.0400 -1.0332 0.75 6.39 -2.83 -0.28
H 6.0434 0.6205 -1.4084 2.77 -3.30 -1.97 0.07
H 4.8559 1.6912 -2.0284 0.35 -1.49 2.92 0.20
H 6.7499 1.5123 0.7306 -1.33 0.02 -2.87 0.14
H 6.3632 2.9134 -0.5589 -0.47 -2.66 0.67 0.15
H 5.4043 3.5176 1.6624 0.36 -1.37 -1.22 0.09
H 4.9241 1.7102 1.9698 -0.32 2.58 -2.26 0.15
H 3.1414 3.9101 1.4667 1.35 -1.99 -3.52 0.19
H 3.6531 3.4595 -0.4038 0.27 3.61 -6.93 -0.01
H 2.0505 -0.0313 -0.4574 1.05 0.22 -0.76 0.07
H 0.8357 -2.3649 -1.9469 0.59 -1.83 2.86 0.21
H 0.6039 -3.9066 -0.9221 -0.46 -3.88 -0.27 0.07
H -2.4145 -1.4865 1.2130 -0.61 2.34 -1.94 0.18
H -5.5770 -1.5176 2.0298 0.72 1.28 0.17 0.11
H -4.0945 -1.0789 2.6502 6.15 -3.12 5.12 -0.05
H -5.4027 0.2415 2.7243 1.74 -2.35 -1.04 0.14
```
Positions in Å, forces in eV/Å.



Record 4
DFT (the ωB97M-V functional and the def2-TZVPD basis) results for one molecule with the formula C18H23NO.

charge	0
energy	-829.6815	a.u.
max |F|	0.61	eV/Å
SMILES	c1ccc2c(OCCCCN3CCCC3)cccc2c1
ΔE to the lowest compared entry with this formula, charge and spin	13.8	kcal/mol

```
43
Properties=species:S:1:pos:R:3:forces:R:3:lowdin_charge:R:1
C 3.3974 -0.6128 -1.4386 0.00 -0.08 -0.25 -0.08
C 3.0641 -0.3030 -0.1125 -0.12 0.00 0.23 -0.08
C 1.8518 -0.6767 0.3991 0.13 0.11 0.12 -0.03
C 0.9182 -1.3704 -0.3964 -0.01 -0.06 -0.11 -0.10
C -0.3664 -1.7412 0.1037 -0.16 -0.11 -0.16 -0.22
O -0.6322 -1.3366 1.3741 0.38 -0.09 -0.24 -0.07
C -1.9659 -1.3258 1.8422 -0.44 -0.05 0.42 -0.19
C -2.1118 -0.2398 2.9103 -0.02 -0.03 -0.44 -0.16
C -2.2347 1.1676 2.3215 0.31 -0.14 0.08 -0.17
C -0.9150 1.6911 1.7466 -0.24 0.00 -0.09 -0.19
N -1.1452 2.8496 0.8916 -0.13 0.14 0.35 -0.17
C 0.0456 3.6552 0.6789 0.15 0.14 -0.10 -0.19
C 0.8545 2.9623 -0.4364 0.01 0.07 0.12 -0.16
C -0.2189 2.2305 -1.2548 -0.07 -0.08 0.02 -0.15
C -1.5256 2.4740 -0.4628 -0.10 0.03 -0.21 -0.18
C -1.2337 -2.4447 -0.6969 -0.08 0.17 0.55 -0.02
C -0.8758 -2.7755 -2.0123 0.29 0.03 -0.32 -0.08
C 0.3322 -2.4065 -2.5285 -0.26 -0.17 -0.11 -0.05
C 1.2582 -1.6991 -1.7326 -0.12 0.06 0.33 -0.17
C 2.5170 -1.2994 -2.2272 0.17 0.08 0.01 -0.03
H 4.3575 -0.3086 -1.8297 0.06 0.00 -0.06 0.10
H 3.7734 0.2311 0.5031 0.02 0.03 0.07 0.10
H 1.5908 -0.4521 1.4219 0.00 0.05 0.07 0.11
H -2.6597 -1.1207 1.0177 0.07 -0.04 0.02 0.12
H -2.2087 -2.3104 2.2667 0.02 0.09 -0.14 0.13
H -3.0079 -0.4621 3.4924 0.03 -0.06 0.06 0.11
H -1.2499 -0.2910 3.5771 0.00 -0.08 0.14 0.12
H -2.5784 1.8557 3.0954 -0.04 0.08 -0.06 0.11
H -2.9946 1.1621 1.5379 -0.06 0.02 -0.02 0.10
H -0.4035 0.8892 1.2047 0.08 0.02 0.05 0.10
H -0.2717 1.9986 2.5748 0.05 -0.05 -0.02 0.13
H 0.6088 3.7784 1.6032 -0.04 0.05 0.04 0.11
H -0.2840 4.6421 0.3398 0.10 0.03 0.03 0.11
H 1.4134 3.6822 -1.0311 0.10 0.00 -0.01 0.10
H 1.5616 2.2521 -0.0073 0.04 0.01 -0.03 0.08
H 0.0006 1.1650 -1.3247 0.03 -0.01 -0.06 0.09
H -0.3006 2.6223 -2.2671 0.00 -0.04 -0.06 0.10
H -2.1773 1.6017 -0.4618 -0.09 0.01 0.01 0.11
H -2.0763 3.3139 -0.8961 -0.04 -0.09 -0.06 0.11
H -2.1970 -2.7613 -0.3278 -0.06 0.02 0.08 0.11
H -1.5817 -3.3279 -2.6152 -0.03 -0.04 -0.07 0.10
H 0.5978 -2.6521 -3.5460 0.01 -0.04 -0.10 0.11
H 2.7724 -1.5491 -3.2472 0.03 -0.01 -0.09 0.11
```
Positions in Å, forces in eV/Å.